[1]
Molecular formula: C24H64N14O9
Method: DFT, ωB97M-V with the def2-TZVPD basis set

Energy   -65219.1522 eV
Molar mass   692.87 g mol⁻¹
Maximum force   4.081 eV/Å
HOMO-LUMO gap   8.56 eV
ΔE to the lowest compared entry with this formula, charge and spin   0.0 kJ/mol
SMILES   CC1(C)CCCC(C)(C)N1O.CC1(C)CCCC(C)(C)N1O.NC(N)=O.NC(N)=O.NC(N)=O.NC(N)=O.NC(N)=O.NC(N)=O.O

Geometry as ORCA input:
```
! wB97M-V def2-TZVPD RIJCOSX def2/J DEFGRID3
* xyz 0 1
O 11.185 12.990 14.353
H 11.332 13.639 13.631
H 11.638 12.226 14.024
C 9.903 7.515 17.446
C 9.800 8.445 16.230
C 10.681 7.898 15.149
C 10.334 8.508 13.788
C 8.856 8.303 13.489
C 7.938 8.801 14.574
N 8.375 8.318 15.805
O 7.496 8.757 16.855
C 7.999 10.409 14.522
C 6.493 8.452 14.375
C 10.258 9.808 16.756
H 9.598 6.491 17.213
H 9.379 7.826 18.390
H 10.920 7.409 17.773
H 11.687 8.170 15.480
H 10.550 6.823 15.159
H 10.928 8.120 12.963
H 10.521 9.603 13.798
H 8.556 7.257 13.249
H 8.706 8.930 12.606
H 7.453 10.710 13.604
H 7.480 10.916 15.330
H 9.036 10.808 14.477
H 5.853 8.676 15.220
H 6.027 8.883 13.512
H 6.408 7.387 14.214
H 9.456 10.284 17.347
H 10.536 10.458 15.922
H 11.165 9.713 17.377
H 7.251 7.963 17.350
C 10.610 13.712 10.371
C 10.678 12.214 10.147
C 9.962 11.865 8.890
C 10.643 12.293 7.600
C 12.016 11.636 7.683
C 12.902 11.960 8.930
N 12.056 11.598 10.037
O 12.808 12.053 11.186
C 14.176 11.054 9.083
C 13.479 13.385 8.951
C 10.004 11.491 11.301
H 11.514 14.102 10.846
H 9.894 13.806 11.183
H 10.306 14.363 9.582
H 9.829 10.746 8.814
H 8.983 12.341 9.011
H 10.623 13.399 7.555
H 10.096 11.881 6.795
H 12.708 11.770 6.833
H 11.793 10.570 7.712
H 14.761 10.951 8.190
H 14.842 11.488 9.832
H 13.847 10.004 9.344
H 13.954 13.619 9.887
H 14.202 13.447 8.123
H 12.675 14.096 8.909
H 10.011 10.394 11.269
H 8.956 11.777 11.321
H 10.389 11.746 12.282
H 12.901 11.231 11.705
C 14.174 13.376 17.546
O 13.703 13.898 18.547
N 13.543 13.282 16.250
N 15.499 12.998 17.579
H 14.150 13.504 15.453
H 12.721 13.847 16.106
H 16.005 12.672 16.731
H 15.920 12.827 18.489
C 9.547 15.110 16.877
O 9.477 16.208 17.404
N 8.775 14.736 15.735
N 10.471 14.152 17.152
H 9.013 13.893 15.209
H 7.885 15.215 15.581
H 10.592 13.390 16.514
H 11.209 14.221 17.888
C 16.094 13.653 13.491
O 16.577 12.557 13.206
N 16.653 14.606 14.293
N 14.885 14.084 12.991
H 16.076 15.367 14.668
H 17.675 14.616 14.346
H 14.516 14.907 13.412
H 14.293 13.445 12.455
C 14.009 10.201 13.694
O 12.851 10.557 13.647
N 14.541 9.869 14.880
N 14.966 9.834 12.768
H 15.385 9.397 14.763
H 14.282 10.467 15.653
H 15.766 10.448 12.689
H 14.741 9.593 11.801
C 11.209 16.616 13.057
O 11.827 15.548 12.918
N 9.955 16.646 13.614
N 11.702 17.870 12.668
H 9.491 17.517 13.588
H 9.420 15.922 14.094
H 11.396 18.679 13.219
H 12.696 17.927 12.558
C 13.605 16.836 16.060
O 14.513 16.397 15.322
N 13.731 17.661 17.079
N 12.311 16.528 15.859
H 14.612 17.927 17.484
H 12.954 17.655 17.748
H 11.638 16.644 16.610
H 12.023 15.804 15.235
*
```


[2]
Molecular formula: C24H64N4O10
Method: DFT, ωB97M-V with the def2-TZVPD basis set

Energy   -52356.4696 eV
Molar mass   568.79 g mol⁻¹
Maximum force   1.206 eV/Å
HOMO-LUMO gap   9.16 eV
ΔE to the lowest compared entry with this formula, charge and spin   0.0 kJ/mol
SMILES   COCCNCCOC.COCCNCCOC.COCCNCCOC.COCCNCCOC.O.O

Geometry as ORCA input:
```
! wB97M-V def2-TZVPD RIJCOSX def2/J DEFGRID3
* xyz 0 1
C -0.789 -0.848 -3.136
O 0.346 -1.088 -3.942
C 0.886 -2.378 -3.793
C 2.107 -2.490 -4.646
N 1.812 -2.208 -6.051
C 2.965 -2.409 -6.917
C 2.917 -1.428 -8.085
O 2.709 -0.096 -7.692
C 3.784 0.477 -7.007
H -0.865 -1.559 -2.312
H -1.703 -0.877 -3.740
H -0.733 0.152 -2.706
H 0.160 -3.157 -4.073
H 1.135 -2.620 -2.747
H 2.487 -3.516 -4.558
H 2.924 -1.844 -4.283
H 1.533 -1.233 -6.089
H 2.901 -3.433 -7.304
H 3.917 -2.376 -6.366
H 2.136 -1.767 -8.763
H 3.856 -1.498 -8.652
H 4.429 -0.244 -6.500
H 3.417 1.141 -6.215
H 4.399 1.119 -7.651
C -4.570 2.417 1.031
O -3.380 2.335 1.809
C -3.287 1.111 2.490
C -1.955 1.040 3.187
N -0.824 1.309 2.279
C 0.444 1.186 2.995
C 0.743 2.323 3.952
O 0.724 3.508 3.190
C 1.135 4.636 3.918
H -5.432 2.129 1.642
H -4.485 1.752 0.166
H -4.681 3.452 0.721
H -3.430 0.269 1.797
H -4.086 1.038 3.243
H -1.834 0.016 3.561
H -1.958 1.669 4.086
H -0.900 2.308 2.079
H 1.257 1.231 2.257
H 0.537 0.208 3.473
H 1.695 2.165 4.468
H -0.058 2.366 4.709
H 1.248 5.463 3.218
H 2.125 4.515 4.378
H 0.413 4.880 4.705
C -4.614 5.073 -2.090
O -3.417 5.047 -1.372
C -2.567 4.000 -1.785
C -1.321 4.003 -0.937
N -0.401 2.996 -1.457
C 0.786 2.766 -0.649
C 1.807 2.023 -1.483
O 2.338 2.863 -2.472
C 2.898 2.129 -3.532
H -5.256 5.846 -1.668
H -5.151 4.116 -2.014
H -4.460 5.304 -3.152
H -2.308 4.129 -2.850
H -3.089 3.033 -1.735
H -1.576 3.810 0.107
H -0.851 4.995 -1.013
H -0.147 3.211 -2.413
H 0.540 2.143 0.211
H 1.222 3.732 -0.349
H 1.274 1.170 -1.936
H 2.594 1.597 -0.847
H 2.166 1.493 -4.045
H 3.739 1.505 -3.198
H 3.302 2.822 -4.272
C 1.972 -6.375 7.612
O 0.677 -6.034 7.195
C 0.412 -4.663 7.240
C 0.813 -3.904 5.981
N 0.046 -4.300 4.806
C 0.550 -3.615 3.607
C -0.205 -4.094 2.369
O 0.258 -3.467 1.197
C -0.310 -2.190 1.004
H 2.079 -7.453 7.531
H 2.163 -6.095 8.660
H 2.746 -5.872 7.018
H 1.008 -4.196 8.044
H -0.632 -4.475 7.499
H 1.890 -4.019 5.846
H 0.641 -2.836 6.206
H -0.883 -3.917 4.966
H 1.588 -3.928 3.464
H 0.535 -2.520 3.722
H -1.287 -3.942 2.472
H 0.005 -5.162 2.313
H -1.409 -2.217 1.032
H -0.047 -1.828 0.012
H 0.047 -1.473 1.750
O -1.701 0.551 -0.486
H -1.459 1.456 -0.757
H -1.782 0.591 0.481
O -3.878 -1.276 -0.391
H -4.483 -0.876 -1.019
H -3.034 -0.824 -0.547
*
```


[3]
Molecular formula: C24H64O8
Method: DFT, ωB97M-V with the def2-TZVPD basis set

Energy   -42301.0343 eV
Molar mass   480.77 g mol⁻¹
Maximum force   3.777 eV/Å
HOMO-LUMO gap   10.17 eV
ΔE to the lowest compared entry with this formula, charge and spin   533.0 kJ/mol
SMILES   CC(C)O.CC(C)O.CC(C)O.CC(C)O.CC(C)O.CC(C)O.CC(C)O.CC(C)O

Geometry as ORCA input:
```
! wB97M-V def2-TZVPD RIJCOSX def2/J DEFGRID3
* xyz 0 1
C -1.144 -7.332 0.711
C 0.308 -7.659 0.319
C 0.621 -9.225 0.347
O 0.436 -7.293 -0.988
H -1.674 -8.280 0.615
H -1.509 -6.680 -0.082
H -1.059 -6.784 1.650
H 1.006 -7.001 0.837
H 1.568 -9.435 -0.151
H -0.161 -9.724 -0.226
H 0.637 -9.668 1.342
H 1.380 -7.261 -1.164
C 6.098 2.485 0.355
C 6.584 1.897 1.711
C 7.842 2.669 2.220
O 5.477 2.119 2.614
H 5.626 3.466 0.317
H 5.407 1.747 -0.053
H 6.914 2.404 -0.363
H 6.732 0.819 1.776
H 7.719 3.742 2.370
H 8.644 2.288 1.587
H 8.136 2.382 3.229
H 5.253 3.047 2.717
C -1.592 4.930 -6.114
C -2.891 4.704 -6.751
C -2.797 3.992 -8.067
O -3.662 3.909 -5.764
H -1.191 3.991 -5.735
H -1.584 5.731 -5.375
H -0.777 5.251 -6.764
H -3.352 5.672 -6.948
H -2.206 4.361 -8.905
H -3.770 3.675 -8.443
H -2.213 3.090 -7.883
H -4.412 3.681 -6.318
C 1.879 -3.392 5.152
C 3.334 -3.640 5.288
C 3.605 -5.045 5.751
O 4.006 -3.283 4.143
H 1.458 -2.445 4.813
H 1.384 -3.344 6.121
H 1.336 -4.127 4.558
H 3.638 -3.020 6.131
H 4.659 -5.307 5.664
H 3.107 -5.795 5.137
H 3.314 -5.195 6.791
H 3.980 -2.324 4.131
C 3.357 -0.836 -5.667
C 3.749 0.214 -6.852
C 2.898 0.104 -8.097
O 3.283 1.452 -6.320
H 4.161 -0.896 -4.933
H 3.296 -1.877 -5.986
H 2.353 -0.617 -5.305
H 4.787 0.378 -7.141
H 2.907 0.886 -8.856
H 1.842 0.038 -7.837
H 3.104 -0.901 -8.464
H 2.497 1.311 -5.787
C -7.040 -2.287 5.623
C -5.915 -3.083 4.940
C -6.289 -3.532 3.525
O -4.871 -2.233 4.782
H -7.749 -2.907 6.172
H -7.492 -1.615 4.894
H -6.543 -1.703 6.397
H -5.653 -3.975 5.509
H -6.735 -2.705 2.973
H -7.009 -4.349 3.470
H -5.402 -3.853 2.979
H -5.098 -1.311 4.640
C -1.566 0.319 0.406
C -0.181 0.875 0.119
C 0.763 -0.354 0.100
O -0.187 1.452 -1.136
H -2.367 1.043 0.256
H -1.783 0.110 1.454
H -1.886 -0.531 -0.196
H 0.134 1.614 0.855
H 0.313 -1.329 0.286
H 1.555 -0.210 0.834
H 1.312 -0.539 -0.823
H -1.108 1.438 -1.405
C -3.661 6.825 0.846
C -3.832 7.323 2.321
C -2.969 8.555 2.597
O -5.192 7.677 2.498
H -2.665 6.448 0.611
H -3.875 7.573 0.082
H -4.287 5.947 0.689
H -3.462 6.651 3.095
H -3.275 9.365 1.934
H -1.960 8.282 2.287
H -2.842 8.877 3.630
H -5.508 8.089 1.691
*
```


[4]
Molecular formula: C24H66AgFeN7O9
Method: DFT, ωB97M-V with the def2-TZVPD basis set

Energy   -93168.1980 eV
Molar mass   760.55 g mol⁻¹
Maximum force   4.728 eV/Å
HOMO-LUMO gap (alpha / beta)   6.15 / 3.89 eV
<S²>   8.7618

Geometry as ORCA input:
```
! wB97M-V def2-TZVPD RIJCOSX def2/J DEFGRID3
* xyz 3 6
Ag -6.145 -11.725 -11.744
Fe -2.512 -12.629 -8.619
N -4.410 -9.933 -9.210
O -5.182 -10.252 -10.085
O -4.544 -8.886 -8.673
O -3.508 -10.717 -8.842
C -3.097 -3.871 -9.919
C -3.980 -5.079 -9.753
C -4.048 -5.904 -11.039
O -4.630 -5.085 -12.091
C -4.615 -5.599 -13.404
N -3.348 -5.844 -8.680
H -2.894 -3.254 -9.043
H -3.548 -3.180 -10.631
H -2.113 -4.134 -10.306
H -4.981 -4.681 -9.585
H -4.545 -6.854 -10.844
H -3.048 -6.215 -11.343
H -3.695 -6.156 -13.582
H -4.601 -4.834 -14.179
H -5.480 -6.255 -13.500
H -2.435 -6.122 -9.011
H -3.835 -6.713 -8.514
C -3.473 -8.811 -4.175
C -4.486 -9.975 -3.907
C -5.825 -9.668 -3.223
O -5.563 -9.064 -1.913
C -6.759 -8.676 -1.291
N -4.661 -10.656 -5.253
H -3.803 -8.119 -4.950
H -2.582 -9.312 -4.553
H -3.219 -8.203 -3.306
H -3.903 -10.599 -3.229
H -6.539 -10.491 -3.215
H -6.197 -8.853 -3.844
H -7.382 -7.997 -1.873
H -6.487 -8.122 -0.392
H -7.349 -9.554 -1.029
H -5.623 -10.902 -5.441
H -4.627 -9.960 -5.984
C -8.146 -12.603 -5.978
C -8.807 -11.820 -7.074
C -8.046 -10.505 -7.411
O -7.864 -9.708 -6.216
C -7.619 -8.341 -6.442
N -8.705 -12.688 -8.236
H -7.085 -12.700 -6.211
H -8.531 -13.617 -5.871
H -8.190 -12.108 -5.008
H -9.860 -11.621 -6.875
H -8.609 -9.985 -8.186
H -7.058 -10.602 -7.860
H -6.666 -8.070 -6.898
H -7.619 -7.859 -5.464
H -8.427 -7.905 -7.028
H -7.854 -13.232 -8.263
H -9.373 -13.440 -8.135
C -10.671 -11.045 -10.976
C -9.275 -10.961 -11.514
C -8.607 -9.610 -11.396
O -7.280 -9.712 -11.845
C -6.792 -8.405 -12.140
N -8.406 -11.965 -10.955
H -11.349 -10.485 -11.619
H -10.698 -10.823 -9.910
H -10.984 -12.087 -11.047
H -9.408 -11.230 -12.562
H -8.581 -9.297 -10.352
H -9.128 -8.813 -11.927
H -5.777 -8.519 -12.519
H -6.743 -7.654 -11.352
H -7.412 -8.053 -12.964
H -8.646 -12.049 -9.978
H -8.694 -12.892 -11.232
C -1.269 -6.241 -5.533
C -0.399 -5.358 -6.552
C 0.221 -6.073 -7.753
O -0.721 -6.726 -8.655
C -0.943 -8.141 -8.447
N -1.301 -4.364 -6.996
H -1.899 -6.897 -6.134
H -1.858 -5.773 -4.744
H -0.595 -6.984 -5.109
H 0.388 -4.859 -5.987
H 0.918 -6.861 -7.469
H 0.743 -5.262 -8.261
H -1.374 -8.377 -7.474
H -0.074 -8.750 -8.695
H -1.658 -8.409 -9.225
H -0.870 -3.880 -7.772
H -2.060 -4.840 -7.461
C -3.537 -14.022 -5.513
C -2.144 -13.438 -5.894
C -1.217 -14.387 -6.738
O -1.704 -14.451 -8.088
C -1.044 -15.443 -8.837
N -2.366 -12.136 -6.583
H -4.248 -13.242 -5.241
H -3.410 -14.677 -4.651
H -3.924 -14.596 -6.355
H -1.671 -13.190 -4.944
H -1.326 -15.363 -6.265
H -0.180 -14.111 -6.548
H -1.204 -16.392 -8.326
H 0.038 -15.306 -8.824
H -1.408 -15.469 -9.864
H -1.537 -11.642 -6.285
H -3.146 -11.580 -6.262
*
```